Computed, not measured: a cluster of 10 separate species, C32H36N10O6 in total, with ωB97M-V/def2-TZVPD.

Properties
SMILES	O=[N+]([O-])c1ccccc1.O=[N+]([O-])c1ccccc1.O=[N+]([O-])c1ccccc1.CC#N.CC#N.CC#N.CC#N.CC#N.CC#N.CC#N
orbital gap	9.219	eV
DFT total energy	-60943.1332	eV
energy relative to the best compared isomer or geometry (same formula, charge and spin)	16.54	kcal/mol
HOMO energy	-10.426	eV

CARTESIAN COORDINATES (ANGSTROEM)
O (-21.142, 10.804, -18.826)
N (-20.625, 10.322, -17.833)
O (-20.200, 10.970, -16.897)
C (-20.553, 8.863, -17.733)
C (-20.162, 8.298, -16.534)
C (-20.254, 6.933, -16.371)
C (-20.698, 6.137, -17.419)
C (-21.045, 6.720, -18.629)
C (-21.048, 8.095, -18.768)
H (-19.826, 8.919, -15.717)
H (-20.018, 6.490, -15.416)
H (-20.876, 5.081, -17.255)
H (-21.367, 6.117, -19.469)
H (-21.310, 8.500, -19.738)
O (-26.819, 12.508, -15.165)
N (-26.042, 11.921, -14.443)
O (-26.002, 12.031, -13.236)
C (-25.117, 10.950, -15.057)
C (-25.091, 10.875, -16.437)
C (-24.266, 9.941, -17.033)
C (-23.510, 9.092, -16.220)
C (-23.497, 9.227, -14.840)
C (-24.322, 10.166, -14.244)
H (-25.789, 11.479, -16.999)
H (-24.155, 9.808, -18.101)
H (-23.016, 8.267, -16.721)
H (-22.918, 8.504, -14.279)
H (-24.392, 10.282, -13.173)
O (-18.494, 1.847, -15.929)
N (-17.450, 2.034, -16.526)
O (-16.364, 1.641, -16.162)
C (-17.521, 2.759, -17.798)
C (-18.732, 3.205, -18.272)
C (-18.800, 3.879, -19.479)
C (-17.642, 4.125, -20.197)
C (-16.433, 3.643, -19.724)
C (-16.355, 3.016, -18.496)
H (-19.646, 2.880, -17.789)
H (-19.777, 4.153, -19.854)
H (-17.729, 4.627, -21.151)
H (-15.589, 3.630, -20.403)
H (-15.401, 2.627, -18.171)
C (-19.349, 6.685, -10.782)
C (-19.886, 7.003, -12.082)
N (-20.273, 7.307, -13.119)
H (-18.611, 7.461, -10.546)
H (-18.812, 5.742, -10.719)
H (-20.102, 6.712, -9.998)
C (-19.067, 10.738, -13.522)
C (-18.831, 12.150, -13.282)
N (-18.648, 13.262, -13.088)
H (-20.098, 10.511, -13.247)
H (-18.411, 10.151, -12.882)
H (-18.924, 10.469, -14.564)
C (-22.169, 13.351, -16.665)
C (-21.169, 14.291, -16.185)
N (-20.420, 15.042, -15.744)
H (-21.888, 13.079, -17.685)
H (-23.149, 13.819, -16.718)
H (-22.164, 12.443, -16.071)
C (-16.807, 12.203, -17.463)
C (-17.058, 13.369, -16.634)
N (-17.201, 14.307, -15.988)
H (-15.841, 11.773, -17.204)
H (-16.789, 12.515, -18.507)
H (-17.584, 11.455, -17.337)
C (-24.788, 7.480, -23.328)
C (-23.638, 7.812, -22.496)
N (-22.693, 8.054, -21.897)
H (-25.333, 8.372, -23.625)
H (-25.406, 6.713, -22.874)
H (-24.385, 7.065, -24.259)
C (-20.525, 3.700, -14.202)
C (-19.950, 2.737, -13.277)
N (-19.489, 2.009, -12.522)
H (-20.658, 4.628, -13.646)
H (-21.460, 3.325, -14.611)
H (-19.852, 3.895, -15.035)
C (-23.358, 11.732, -21.212)
C (-22.897, 11.210, -22.488)
N (-22.529, 10.773, -23.478)
H (-24.101, 11.100, -20.734)
H (-23.767, 12.731, -21.342)
H (-22.486, 11.776, -20.555)

=====

Computed, not measured: a cluster of 11 separate species, C43H87NO24S7 in total, with ωB97M-V/def2-TZVPD.

Properties
SMILES	O=S1(=O)CCCC1.O=S1(=O)CCCC1.O=S1(=O)CCCC1.O=S1(=O)CCCC1.O=S1(=O)CCCC1.O=S1(=O)CCCC1.O=S1(=O)CCCC1.CCOC(=O)OC.CCOC(=O)OC.CCOC(=O)OC.CNC(C)=O
orbital gap	9.577	eV
DFT total energy	-172470.6569	eV
HOMO energy	-9.483	eV

CARTESIAN COORDINATES (ANGSTROEM)
O (-11.241, -1.608, 6.624)
S (-12.202, -2.074, 5.608)
O (-12.427, -3.504, 5.346)
C (-13.761, -1.057, 5.580)
C (-13.684, 0.046, 4.532)
C (-12.840, -0.590, 3.341)
C (-11.652, -1.312, 3.981)
H (-13.991, -0.728, 6.594)
H (-14.543, -1.768, 5.314)
H (-14.620, 0.485, 4.187)
H (-13.074, 0.861, 4.920)
H (-12.424, 0.033, 2.549)
H (-13.393, -1.384, 2.839)
H (-10.956, -0.539, 4.306)
H (-11.068, -2.038, 3.416)
O (-13.891, 0.217, -5.134)
S (-14.990, 0.404, -4.125)
O (-14.724, 0.555, -2.656)
C (-16.159, 1.740, -4.714)
C (-17.236, 1.029, -5.453)
C (-17.562, -0.255, -4.731)
C (-16.205, -0.925, -4.266)
H (-15.567, 2.501, -5.222)
H (-16.597, 2.242, -3.851)
H (-18.094, 1.689, -5.579)
H (-16.759, 0.707, -6.379)
H (-18.116, -1.017, -5.280)
H (-18.213, -0.031, -3.886)
H (-15.763, -1.624, -4.975)
H (-16.476, -1.426, -3.336)
O (-15.979, 6.224, -0.868)
S (-14.897, 7.090, -0.290)
O (-14.520, 8.379, -0.806)
C (-15.185, 7.239, 1.561)
C (-13.833, 6.766, 2.197)
C (-13.376, 5.500, 1.429)
C (-13.294, 6.087, 0.003)
H (-16.003, 6.561, 1.801)
H (-15.614, 8.202, 1.838)
H (-13.184, 7.640, 2.141)
H (-14.017, 6.537, 3.247)
H (-14.221, 4.813, 1.404)
H (-12.460, 4.967, 1.683)
H (-13.089, 5.523, -0.907)
H (-12.535, 6.869, 0.031)
O (-26.280, -4.211, 2.381)
S (-26.471, -3.728, 3.752)
O (-27.808, -3.361, 4.132)
C (-25.735, -4.849, 5.092)
C (-25.553, -3.880, 6.301)
C (-25.239, -2.441, 5.734)
C (-25.378, -2.325, 4.207)
H (-24.784, -5.192, 4.685)
H (-26.390, -5.702, 5.269)
H (-26.531, -3.746, 6.765)
H (-24.869, -4.312, 7.031)
H (-24.307, -1.950, 6.012)
H (-25.964, -1.774, 6.201)
H (-24.520, -2.541, 3.570)
H (-25.954, -1.507, 3.775)
O (-17.032, -3.881, 9.428)
S (-17.954, -3.098, 10.233)
O (-18.078, -1.659, 10.011)
C (-19.544, -4.032, 10.238)
C (-19.778, -4.302, 11.789)
C (-18.953, -3.395, 12.712)
C (-17.559, -3.363, 12.025)
H (-19.280, -4.990, 9.790)
H (-20.289, -3.434, 9.713)
H (-20.840, -4.134, 11.971)
H (-19.634, -5.344, 12.075)
H (-18.855, -3.635, 13.771)
H (-19.303, -2.367, 12.614)
H (-17.020, -4.306, 12.124)
H (-16.802, -2.630, 12.307)
O (-23.401, 4.676, 6.660)
S (-24.742, 4.704, 6.047)
O (-25.631, 3.497, 6.037)
C (-25.766, 6.139, 6.777)
C (-26.411, 6.794, 5.598)
C (-25.457, 6.741, 4.389)
C (-24.805, 5.361, 4.275)
H (-25.022, 6.825, 7.183)
H (-26.375, 5.770, 7.602)
H (-27.235, 6.096, 5.450)
H (-26.946, 7.706, 5.865)
H (-24.745, 7.509, 4.692)
H (-25.953, 6.887, 3.429)
H (-23.792, 5.331, 3.874)
H (-25.375, 4.576, 3.777)
O (-19.462, -5.486, 3.942)
S (-18.353, -5.455, 2.948)
O (-17.830, -4.115, 2.511)
C (-16.843, -6.258, 3.527)
C (-16.748, -7.713, 2.900)
C (-17.322, -7.481, 1.427)
C (-18.589, -6.598, 1.510)
H (-16.908, -6.225, 4.614)
H (-16.069, -5.597, 3.138)
H (-15.779, -8.211, 2.916)
H (-17.416, -8.388, 3.436)
H (-17.487, -8.426, 0.910)
H (-16.544, -6.944, 0.885)
H (-19.451, -7.227, 1.734)
H (-18.804, -5.934, 0.672)
C (-19.320, 8.186, 7.294)
C (-20.176, 8.489, 6.086)
O (-20.438, 9.861, 5.915)
C (-21.401, 10.459, 6.581)
O (-22.180, 9.983, 7.403)
O (-21.439, 11.755, 6.193)
C (-22.502, 12.591, 6.483)
H (-19.473, 7.130, 7.516)
H (-19.577, 8.868, 8.104)
H (-18.261, 8.298, 7.058)
H (-21.108, 7.952, 6.260)
H (-19.941, 8.031, 5.126)
H (-22.062, 13.589, 6.480)
H (-22.951, 12.427, 7.463)
H (-23.301, 12.571, 5.742)
C (-23.092, -0.316, -1.101)
C (-24.022, -1.365, -1.717)
O (-23.408, -2.027, -2.849)
C (-22.472, -3.071, -2.737)
O (-21.854, -3.322, -1.706)
O (-22.422, -3.737, -3.917)
C (-21.477, -4.797, -4.021)
H (-22.810, 0.362, -1.906)
H (-22.176, -0.691, -0.644)
H (-23.662, 0.371, -0.477)
H (-24.933, -0.868, -2.050)
H (-24.277, -2.157, -1.014)
H (-21.775, -5.669, -3.439)
H (-20.459, -4.536, -3.734)
H (-21.331, -5.156, -5.040)
C (-15.268, 8.940, 13.065)
C (-14.747, 8.239, 11.796)
O (-14.978, 6.797, 11.980)
C (-14.840, 5.909, 10.962)
O (-14.715, 6.173, 9.747)
O (-15.066, 4.784, 11.508)
C (-15.601, 3.748, 10.746)
H (-15.776, 9.844, 12.730)
H (-14.498, 9.377, 13.702)
H (-15.951, 8.337, 13.662)
H (-13.662, 8.280, 11.893)
H (-15.104, 8.511, 10.803)
H (-15.835, 2.935, 11.435)
H (-14.954, 3.304, 9.990)
H (-16.542, 4.027, 10.273)
C (-19.308, 0.722, 4.811)
N (-19.136, 0.650, 3.330)
C (-19.041, 1.702, 2.482)
C (-18.310, 1.482, 1.215)
O (-19.365, 2.851, 2.755)
H (-20.292, 1.112, 5.071)
H (-18.554, 1.393, 5.223)
H (-19.288, -0.308, 5.168)
H (-19.061, -0.332, 3.104)
H (-18.738, 2.096, 0.422)
H (-18.399, 0.447, 0.884)
H (-17.238, 1.670, 1.264)

=====

no.,M (g mol⁻¹)
1,656.70
2,1226.62